{
  "formula": "CH6NO",
  "method": "wB97M-V/def2-TZVPD",
  "total_energy_ev": -4663.8836,
  "total_charge": 1,
  "relative_energy_ev": 0.882,
  "orbital_gap_ev": 10.83,
  "max_force_ev_per_a": 3.98,
  "symbols": ["N", "H", "H", "H", "H", "O", "C", "H", "H"],
  "coordinates": [[1.373878, 0.224699, 0.745951], [2.014594, 0.888356, 0.183948], [1.132454, 0.523044, 1.693860], [0.473616, 0.062492, 0.217238], [1.858925, -0.639489, 0.954808], [-0.630539, 0.236041, -0.876564], [-1.753112, -0.260097, -0.787350], [-1.982588, -1.364973, -0.840144], [-2.487228, 0.329927, -1.291747]],
  "atomic_forces_ev_per_a": [[1.03, 0.76, 0.05], [-1.32, -1.14, 1.43], [0.17, 0.94, -0.25], [0.41, -0.09, -0.49], [0.31, -0.47, -0.63], [-0.87, -0.86, 1.62], [1.20, -0.56, -3.75], [0.55, 0.68, 1.42], [-1.48, 0.75, 0.61]],
  "lowdin_charge": [0.2755, 0.2028, 0.1500, 0.0537, 0.1408, -0.0422, 0.0026, 0.1267, 0.0902]
}